Record 1
68
Properties=species:S:1:pos:R:3:forces:R:3 method="wB97M-V/def2-TZVPD" homo_ev="-4.56 / -4.57" homo_lumo_gap_ev="6.90 / 6.97" total_energy_ha=-9688.77089 charge=-1 relative_energy_kcal_mol=39.0 mol_weight_g_mol=829.15
Ni -1.8151 -0.3341 -1.0621 -0.5 0.1 0.5
C -2.0574 -2.8145 4.1973 0.0 0.0 0.0
C -2.2844 -2.9613 2.6939 0.0 0.0 0.1
Ge -1.7159 -1.3987 1.6161 0.3 -0.2 -0.3
C -2.6890 0.1358 2.3989 0.0 0.0 0.0
C -1.9208 0.7868 3.5504 0.0 0.0 0.0
C 0.2021 -1.0984 1.9652 0.0 -0.1 0.0
C 1.1753 -1.0062 1.0445 0.0 0.1 0.1
Ge 0.6716 -1.0108 -0.9041 -0.1 0.7 -0.1
C 1.3979 0.6270 -1.7738 0.1 0.0 -0.1
C 2.8766 0.7220 -2.1487 0.0 0.0 0.0
C 1.2566 -2.5097 -2.0870 -0.1 -0.1 -0.1
C 2.6786 -3.0676 -2.1057 0.0 0.0 0.1
C 2.5871 -0.7748 1.4822 0.0 0.0 0.0
C 3.6481 -1.0714 0.6330 0.1 0.0 0.0
C 4.9711 -0.8946 1.0156 0.0 0.0 0.0
C 5.2698 -0.3940 2.2713 0.0 0.0 0.0
C 4.2263 -0.0692 3.1305 0.0 0.0 0.0
C 2.9113 -0.2541 2.7410 -0.1 0.1 0.0
H -2.3921 -3.6984 4.7485 0.0 0.0 0.0
H -2.6011 -1.9592 4.6050 0.0 0.0 0.0
H -0.9993 -2.6697 4.4287 0.0 0.0 0.0
H -3.3473 -3.1143 2.4867 0.0 0.0 0.0
H -1.7569 -3.8343 2.3070 0.0 0.0 0.0
H -3.6446 -0.2608 2.7513 0.0 0.0 0.0
H -2.9300 0.8822 1.6450 0.0 0.0 0.0
H -1.6511 0.0671 4.3265 0.0 0.0 0.0
H -2.5124 1.5743 4.0251 0.0 0.0 0.0
H -0.9887 1.2385 3.2043 0.0 0.0 0.0
H 0.4981 -1.0384 3.0147 0.0 0.0 0.0
H 1.1234 1.4762 -1.1503 0.0 0.0 0.0
H 0.7974 0.7212 -2.6842 0.0 0.0 0.0
H 3.5209 0.7794 -1.2715 0.0 0.0 0.0
H 3.0568 1.6248 -2.7403 0.0 0.0 0.0
H 3.2118 -0.1239 -2.7525 0.0 0.0 0.0
H 1.0002 -2.1223 -3.0801 0.0 0.0 0.0
H 0.5732 -3.3372 -1.9041 0.0 0.0 0.0
H 3.4310 -2.3138 -2.3419 0.0 0.0 0.0
H 2.7697 -3.8546 -2.8601 0.0 0.0 0.0
H 2.9466 -3.5120 -1.1455 0.0 0.0 0.0
H 3.4384 -1.4514 -0.3525 0.0 -0.1 -0.1
H 5.7657 -1.1442 0.3225 0.0 0.0 0.0
H 6.2983 -0.2461 2.5763 0.0 0.0 0.0
H 4.4393 0.3405 4.1107 0.0 0.0 0.0
H 2.1232 0.0307 3.4260 0.0 0.0 0.0
I -2.0422 -0.2009 -3.7703 -0.1 -0.2 -0.6
C -1.8772 1.8560 -3.4751 0.0 0.0 0.1
C -2.0478 2.6575 -4.5674 0.0 0.1 0.0
C -1.9103 4.0551 -4.4399 0.0 0.0 0.0
C -1.5865 4.5949 -3.2324 0.0 0.0 0.0
C -1.3998 3.7761 -2.0913 0.0 0.0 0.1
C -1.0280 4.3573 -0.8543 0.0 0.0 0.0
C -0.8204 3.5639 0.2333 0.0 0.0 0.0
C -1.0042 2.1678 0.1391 -0.1 -0.1 0.1
C -1.3989 1.5422 -1.0190 0.1 -0.3 0.0
C -1.5684 2.3653 -2.1790 -0.1 -0.1 -0.1
H -2.2838 2.2245 -5.5299 0.0 0.0 0.0
H -2.0530 4.6866 -5.3079 0.0 0.0 0.0
H -1.4614 5.6665 -3.1242 0.0 0.0 0.0
H -0.8991 5.4323 -0.7995 0.0 0.0 0.0
H -0.5131 4.0006 1.1772 0.0 0.0 0.0
H -0.7986 1.5725 1.0199 0.0 0.0 0.0
Se -4.2105 0.1299 -0.6348 0.4 0.1 -0.2
C -4.9805 -1.0725 -1.7985 0.1 0.0 0.0
N -5.4851 -1.8235 -2.5184 0.0 0.0 0.0
F -2.2513 -2.5296 -1.2973 0.3 0.3 -0.1
B -1.3296 -2.2831 -0.2965 -0.6 -0.5 0.7
F -0.6106 -3.4059 0.0120 0.1 0.1 -0.2

=====

Record 2
70
Properties=species:S:1:pos:R:3:forces:R:3 method="wB97M-V/def2-TZVPD" homo_ev=-8.62 homo_lumo_gap_ev=7.03 total_energy_ha=-5410.01667 relative_energy_kcal_mol=239.9 mol_weight_g_mol=650.33
C 4.5112 4.5701 6.1491 -0.4 0.6 -0.5
C 3.5368 3.8061 5.1093 1.2 -2.6 0.8
Cl 2.2546 4.7113 4.1954 1.6 -1.1 1.1
C 3.6967 2.4106 4.9367 -0.9 1.8 -0.5
Cl 5.0431 1.5995 5.9126 -1.7 0.8 -1.3
C 2.8291 1.4742 4.0044 -2.2 -2.2 -1.9
C 1.3718 1.0574 4.4334 1.5 -1.1 -2.7
C 0.4692 0.1086 3.5902 3.2 0.9 -1.1
C 0.9536 -0.5014 2.2485 2.0 1.9 1.0
C 0.1192 -1.5108 1.3479 -1.0 -2.4 -1.2
C 0.7925 -2.9118 1.0901 -2.8 0.2 -1.2
C 0.1345 -4.0467 0.2744 -1.9 4.3 0.9
C -1.2874 -3.7509 -0.3135 2.0 2.4 2.0
C -1.9721 -2.3607 -0.0871 3.1 -1.2 1.2
C -1.2795 -1.2294 0.7474 1.7 -3.2 -0.4
C 2.4088 -0.0982 1.7899 -0.4 1.0 2.3
C 3.3155 0.8666 2.6458 -2.0 -0.7 0.9
C 4.7867 1.2064 2.0703 0.4 1.7 0.0
O 5.3069 2.3472 2.1666 -1.8 -4.4 -0.2
C 5.5034 -0.0347 1.3198 -2.8 -2.3 -0.3
P 7.3875 -0.3392 1.4674 0.9 -0.1 -1.4
O 7.7255 -1.9618 1.0066 -2.3 1.4 1.4
Br 8.0261 -0.1484 3.6530 -0.9 -0.4 -0.5
C 4.6779 -0.9253 0.5530 0.8 2.1 1.8
C 3.0836 -0.6741 0.4377 -1.2 -0.1 -1.4
O 2.4277 -0.9177 -0.6095 2.7 0.8 4.0
H 4.5139 4.0813 7.1827 -0.2 0.5 -1.6
H 5.5951 4.5725 5.7677 -1.7 -0.2 0.4
H 4.2048 5.6683 6.2843 0.3 -1.7 -0.4
H 0.9995 1.4606 5.4290 0.5 -0.6 -1.5
H -0.5687 -0.1485 3.9752 1.6 0.4 -0.6
H 1.8221 -3.1057 1.5351 -1.6 0.4 -0.6
H 0.6945 -5.0304 0.1391 -1.1 1.6 0.1
H -1.8035 -4.5852 -0.8916 0.6 1.5 0.8
H -3.0126 -2.2335 -0.5520 1.8 0.0 0.9
H -1.7892 -0.2156 0.9173 0.8 -1.8 -0.4
H 7.0301 -2.5758 1.3592 0.9 0.4 -0.3
H 5.1227 -1.8333 0.0307 -0.8 1.4 0.6
C -1.3640 -2.4619 -6.1432 -0.1 0.1 -0.2
O -2.4739 -3.3008 -6.4358 0.2 0.0 0.4
C -2.4581 -4.5062 -5.6736 -0.5 0.2 -0.2
C -3.4310 -4.4334 -4.5002 0.5 -0.1 0.2
O -3.0104 -3.4712 -3.5359 -0.2 0.1 -0.3
C -3.7348 -2.2533 -3.6379 0.1 0.0 0.2
H -1.5554 -1.4804 -6.5828 0.0 -0.1 0.0
H -1.2177 -2.3409 -5.0670 0.0 0.0 0.0
H -0.4572 -2.8743 -6.5957 0.1 0.0 0.1
H -1.4441 -4.7343 -5.3261 -0.1 0.1 0.1
H -2.7749 -5.3111 -6.3434 0.0 0.0 0.0
H -3.4450 -5.4055 -3.9969 0.0 0.0 0.0
H -4.4478 -4.2204 -4.8473 0.1 0.0 -0.1
H -4.7407 -2.3865 -3.2267 -0.1 0.1 -0.1
H -3.7996 -1.8978 -4.6709 0.0 -0.1 0.1
H -3.2164 -1.4978 -3.0430 0.0 -0.1 0.0
C -4.5608 4.2639 -2.0797 0.1 0.2 0.0
O -4.1395 4.6655 -0.7831 -0.1 -0.4 -0.1
C -4.4598 3.6983 0.2150 0.4 0.3 0.1
C -3.2372 2.8682 0.5959 -0.4 -0.3 -0.2
O -2.8119 2.0424 -0.4862 0.1 0.3 0.1
C -1.6837 2.5803 -1.1638 0.1 -0.2 -0.1
H -4.0932 4.9289 -2.8093 0.0 0.0 0.1
H -4.2655 3.2358 -2.3033 0.0 0.0 0.0
H -5.6470 4.3638 -2.1649 0.0 -0.1 -0.1
H -5.2814 3.0535 -0.1167 0.1 0.0 0.0
H -4.7983 4.2503 1.0967 0.0 0.0 0.0
H -3.5110 2.2003 1.4192 0.0 0.0 0.0
H -2.4202 3.5104 0.9419 -0.1 0.0 -0.1
H -0.7846 2.4352 -0.5565 0.1 0.1 0.0
H -1.8095 3.6428 -1.3939 0.0 -0.1 0.1
H -1.5575 2.0349 -2.1015 -0.1 0.0 0.1

=====

Record 3
71
Properties=species:S:1:pos:R:3:forces:R:3 method="wB97M-V/def2-TZVPD" homo_ev=-11.04 homo_lumo_gap_ev=5.77 total_energy_ha=-2583.82385 charge=+1 mol_weight_g_mol=580.70
C -3.3755 0.8617 -0.2310 0.0 -0.4 -0.1
C -2.4770 -0.2596 -1.0474 -0.6 2.1 0.4
C -1.6222 0.6028 -2.1938 -1.0 -1.3 -0.8
O -0.2236 0.6307 -1.7310 1.3 4.1 -1.6
C 0.5224 1.7687 -2.3355 -2.0 1.3 -4.3
O 0.1614 2.3857 -3.4632 2.2 -4.0 7.6
C 1.9137 2.2030 -1.5191 -1.0 1.1 -0.7
S 2.6961 0.6016 -0.9401 0.7 0.2 1.8
C 3.5554 0.7943 0.7114 2.5 2.3 3.3
C 4.5432 2.0944 1.0761 -1.8 -4.9 3.0
C 5.1778 2.0164 2.6221 -1.3 -1.2 -1.8
C 6.1720 3.3025 3.0162 -0.4 -2.3 1.3
C 5.7141 3.7958 4.5109 -1.4 3.9 -0.2
N 5.2124 5.0643 4.6833 2.3 -5.4 -1.3
N 4.9502 0.9093 3.5881 -0.2 2.8 -4.5
N 4.1601 -0.1278 3.1891 -2.1 -0.7 -3.7
C 3.4018 -0.3665 1.9080 1.6 3.0 -0.9
C 2.4740 -1.6498 1.5115 -0.5 1.0 0.1
C 2.0510 -2.6481 2.7279 -1.2 -1.5 -1.0
O 2.4694 -4.0249 2.3002 -1.8 1.5 0.1
O -3.4339 -1.1601 -1.7279 0.7 -2.4 3.1
C -3.7680 -2.3317 -0.9042 -0.9 -5.6 -3.8
O -3.9694 -3.5011 -1.5548 1.3 7.8 4.2
C -3.9738 -2.3471 0.7257 0.0 2.1 0.6
S -3.7642 -4.1218 1.3161 0.1 0.0 -0.1
H -2.6716 1.3173 0.6024 -1.7 -0.7 -1.7
H -3.7992 1.7095 -0.9564 1.4 -2.3 1.6
H -4.3498 0.3781 0.2583 2.4 0.9 -0.9
H -1.7561 -0.8384 -0.3157 -1.4 1.1 -1.7
H -2.0712 1.6823 -2.3032 1.1 -2.2 0.2
H -1.6184 0.0536 -3.2504 -0.3 1.2 2.4
H 1.6417 2.9394 -0.6368 0.4 -1.7 -1.8
H 2.5780 2.7678 -2.3179 -1.4 -1.3 1.7
H 4.7605 2.9589 0.3187 -0.5 -1.8 1.7
H 7.2559 2.8277 3.1011 -2.2 1.1 -0.3
H 6.1171 4.1266 2.1833 0.0 -1.7 1.8
H 5.8016 3.0701 5.4370 -0.2 1.5 -2.2
H 5.2485 5.4955 3.7327 -0.1 -0.1 0.8
H 4.0578 -0.9115 3.9069 0.3 1.6 -1.2
H 1.4607 -1.2076 1.0611 2.4 -0.6 0.9
H 2.9833 -2.2137 0.5913 -0.9 1.1 2.3
H 0.8621 -2.7055 2.8344 2.6 0.6 -0.2
H 2.4493 -2.3689 3.7901 -0.4 -0.7 -2.1
H 1.7378 -4.4155 1.7068 1.7 1.0 1.4
H -5.0647 -1.9501 0.9797 2.3 -0.9 -0.8
H -3.2357 -1.6122 1.3045 -1.5 -1.6 -1.5
H -3.5621 -4.1659 2.7101 -0.3 1.1 -1.4
F -4.4869 3.1850 0.2306 -0.2 0.2 0.5
C -4.7607 4.2678 -0.5091 -0.3 1.2 -0.7
C -4.2774 5.5091 -0.1101 0.1 -0.1 0.0
C -4.5580 6.6360 -0.8827 -0.2 -0.4 -0.2
C -5.3288 6.5105 -2.0411 0.0 0.0 0.1
C -5.8136 5.2610 -2.4305 0.2 0.2 0.3
C -5.5235 4.1327 -1.6638 0.1 -0.1 0.1
H -3.6874 5.5885 0.7972 -0.1 0.0 -0.1
H -4.1782 7.6098 -0.5835 -0.1 -0.2 0.0
H -5.5511 7.3904 -2.6410 0.0 -0.2 0.1
H -6.4167 5.1665 -3.3303 0.1 0.0 0.2
H -5.8847 3.1525 -1.9567 0.0 0.1 0.1
F 2.3316 -5.5948 0.1304 0.2 0.1 0.4
C 1.7154 -5.9546 -1.0034 -0.8 -0.5 -1.4
C 0.4456 -5.4592 -1.2789 0.2 0.0 0.1
C -0.1942 -5.8294 -2.4618 0.3 -0.2 -0.1
C 0.4392 -6.7006 -3.3516 0.0 0.1 0.1
C 1.7116 -7.1964 -3.0636 -0.3 0.3 0.2
C 2.3557 -6.8172 -1.8861 0.1 0.0 0.1
H -0.0341 -4.7902 -0.5720 0.0 -0.1 0.0
H -1.1837 -5.4415 -2.6902 0.2 -0.1 0.1
H -0.0621 -6.9926 -4.2719 0.1 0.1 0.2
H 2.2009 -7.8776 -3.7557 -0.1 0.1 0.2
H 3.3485 -7.1860 -1.6508 -0.1 0.0 0.0